Entry 1:
Entry from OMol25: a single C4H8NOP molecule (the ωB97M-V functional and the def2-TZVPD basis).

Highest occupied orbital energy (alpha / beta) (Eh): -0.32383 / -0.32385
Energy above the lowest of the compared OMol25 structures with the same formula, charge and spin (eV): 5.1768
Strongest force on any atom (eV/A): 3.98
Frontier orbital gap (alpha / beta) (eV): 8.56 / 8.56
LUMO level (alpha / beta) (eV): -0.2508 / -0.2515

Last column: Mulliken charge in e.
CARTESIAN COORDINATES (ANGSTROEM)
1 C 1.647570 -0.503988 0.777015  -1.311
2 C 0.468881 0.110322 0.060790  0.723
3 P 0.372979 1.988622 0.082690  -0.108
4 C -0.189578 -0.586483 -1.052708  -0.748
5 C -1.011103 -0.421088 0.288370  -0.327
6 N -2.175194 0.357478 0.189376  -0.036
7 O -3.322676 0.021812 0.567530  -0.401
8 H 1.255004 -1.474917 1.146820  0.293
9 H 2.030824 -0.136960 1.716807  0.413
10 H 2.505391 -0.542502 0.131566  0.311
11 H -0.939248 1.761307 -0.444804  0.110
12 H 0.951088 2.272103 -1.204917  0.015
13 H -0.076191 -1.563567 -1.333318  0.337
14 H -0.521816 -0.014800 -1.902171  0.307
15 H -0.995936 -1.267340 0.976947  0.424

Forces on the atoms, in the same order (eV/Å):
-1.4 -1.6 0.9
-0.4 1.9 0.3
-0.3 -0.5 -0.9
-1.3 2.1 1.0
0.8 -1.8 0.6
-2.7 1.0 -0.2
3.9 -0.3 -0.4
0.8 -0.3 -0.8
-0.4 1.3 0.2
0.2 -0.6 -0.5
0.5 1.3 0.0
0.0 -0.2 0.4
0.9 -2.5 -0.2
-0.2 0.5 0.1
-0.4 -0.2 -0.4

---

Entry 2:
Entry from OMol25: a gas-phase ion, C4H8NOS (charge -1) (the ωB97M-V functional and the def2-TZVPD basis).

Highest occupied orbital energy (Eh): -0.08661
Energy above the lowest of the compared OMol25 structures with the same formula, charge and spin (eV): 3.5134
Net charge: -1
Strongest force on any atom (eV/A): 5.24
Frontier orbital gap (eV): 6.00
LUMO level (eV): 3.6397

Last column: Mulliken charge in e.
CARTESIAN COORDINATES (ANGSTROEM)
1 C -0.231539 -1.582549 -1.450101  -0.967
2 N -0.528103 -0.170157 -0.894786  -0.445
3 C -0.011612 0.072407 0.410693  0.430
4 C -1.031273 0.224405 1.708567  -0.187
5 O -0.656331 -0.364691 2.775703  -0.505
6 C 0.847773 1.410329 0.242591  -0.812
7 S 0.968799 2.009958 1.907742  -0.586
8 H -0.403677 -2.454931 -0.847892  0.322
9 H -0.744792 -1.402153 -2.362349  0.373
10 H 0.837548 -1.655019 -1.756460  0.288
11 H -0.168268 0.463722 -1.542543  0.248
12 H 0.629759 -0.796711 0.748587  0.128
13 H -1.586868 1.187966 1.843808  0.287
14 H 1.817974 1.117668 -0.185814  0.242
15 H 0.260616 1.939756 -0.597752  0.184

Forces on the atoms, in the same order (eV/Å):
1.4 3.3 -0.4
-1.4 -4.3 1.0
0.5 0.2 0.8
4.5 -0.1 2.8
-2.5 0.7 -3.7
-1.5 -1.7 0.1
0.8 1.9 0.3
-1.0 0.1 0.3
-0.9 -1.5 -1.1
-0.2 0.1 0.4
0.7 1.0 -1.1
-0.4 1.0 -0.2
-0.5 -0.9 -0.6
-0.2 0.1 -0.1
0.8 0.2 1.5

---

Entry 3:
Entry from OMol25: a molecular structure, C4H8NOS (the ωB97M-V functional and the def2-TZVPD basis).

Highest occupied orbital energy (Eh): -0.50804
Energy above the lowest of the compared OMol25 structures with the same formula, charge and spin (eV): 1.4229
Net charge: +1
Strongest force on any atom (eV/A): 3.38
Frontier orbital gap (eV): 10.05
LUMO level (eV): -3.7787

Last column: Mulliken charge in e.
CARTESIAN COORDINATES (ANGSTROEM)
1 C 1.472063 -0.242974 -0.900872  -0.528
2 C 1.470546 1.034801 -0.521942  -0.023
3 C -0.685983 0.087409 0.165695  0.456
4 C -1.006093 -0.135059 1.604190  -1.460
5 N 0.233662 -0.923224 -0.434799  -0.113
6 O 0.441513 1.493856 0.124996  -0.386
7 S -2.045117 0.520471 -0.872072  -0.087
8 H 2.211021 -0.787520 -1.448330  0.473
9 H 2.268490 1.738591 -0.724379  0.437
10 H -0.103820 -0.252727 2.203158  0.411
11 H -1.642560 -1.012889 1.717949  0.414
12 H -1.553293 0.723317 1.990876  0.399
13 H -0.222091 -1.406650 -1.222733  0.431
14 H 0.470788 -1.631383 0.279134  0.397
15 H -1.309126 0.793980 -1.960873  0.179

Forces on the atoms, in the same order (eV/Å):
0.2 0.3 -0.1
0.2 -0.4 -0.3
1.6 2.8 -0.5
-0.1 0.1 0.1
0.5 -0.5 0.0
-2.6 -2.1 0.7
0.0 -0.1 0.3
0.0 -0.3 -0.1
0.1 0.0 0.0
0.1 0.0 -0.1
0.0 -0.1 0.0
0.0 0.0 -0.1
0.0 0.1 0.3
-0.1 0.2 -0.3
0.1 0.0 0.0

---

Entry 4:
Entry from OMol25: 2 unconnected molecules or ions with the total composition C4H8NOS (the ωB97M-V functional and the def2-TZVPD basis).

Highest occupied orbital energy (Eh): -0.45394
Energy above the lowest of the compared OMol25 structures with the same formula, charge and spin (eV): 3.4345
Net charge: +1
Strongest force on any atom (eV/A): 3.81
Frontier orbital gap (eV): 7.24
LUMO level (eV): -5.1090

Last column: Mulliken charge in e.
CARTESIAN COORDINATES (ANGSTROEM)
1 C 0.262931 -2.614027 0.220816  -0.757
2 C 0.590689 -1.490815 0.843861  0.018
3 C -0.301710 -0.388455 0.806633  0.038
4 C -0.209699 1.470705 -0.953250  0.165
5 N -0.434778 2.728426 -0.532243  -0.418
6 O -0.158503 0.550678 1.599703  -0.274
7 S -0.180283 1.045390 -2.551184  -0.156
8 H 0.916853 -3.476608 0.399647  0.267
9 H -0.568077 -2.660731 -0.392763  0.312
10 H 1.436858 -1.538795 1.551578  0.215
11 H -1.144843 -0.402691 0.210070  0.646
12 H -0.634221 3.064061 0.526739  0.265
13 H -0.485312 3.572088 -1.166634  0.213
14 H 0.706056 0.424354 2.019396  0.322
15 H 0.204038 -0.283581 -2.582371  0.145

Forces on the atoms, in the same order (eV/Å):
2.0 -0.6 1.0
0.6 -0.6 0.5
1.2 -1.1 -1.7
-0.2 0.6 2.1
-0.4 0.9 0.8
0.4 2.1 2.9
0.2 0.3 -1.7
-0.6 0.1 -0.4
-1.5 -0.4 -1.2
-0.4 0.6 -0.4
-1.8 -0.2 -0.7
0.9 -1.8 -3.2
0.0 -1.4 0.7
0.0 0.5 0.6
-0.3 0.8 0.8

---

Entry 5:
Entry from OMol25: a gas-phase ion, C4H8NS (charge +1) (the ωB97M-V functional and the def2-TZVPD basis).

Highest occupied orbital energy (alpha / beta) (Eh): -0.48505 / -0.47205
Energy above the lowest of the compared OMol25 structures with the same formula, charge and spin (eV): 4.1814
Net charge: +1
Strongest force on any atom (eV/A): 4.29
Frontier orbital gap (alpha / beta) (eV): 8.05 / 6.97
LUMO level (alpha / beta) (eV): -5.1515 / -5.8753

Last column: Mulliken charge in e.
CARTESIAN COORDINATES (ANGSTROEM)
1 C -1.577189 -0.145243 -0.168003  0.305
2 C -1.208506 -1.404414 -0.380468  -0.708
3 C -0.608043 1.008229 -0.413624  -0.650
4 C 0.697692 -0.226417 1.097992  -0.700
5 N 0.740449 0.665547 -0.125258  -0.153
6 S -3.205395 0.205960 0.191508  -0.055
7 H -1.911662 -2.300760 -0.135425  0.278
8 H -0.238987 -1.819104 -0.683728  0.325
9 H -0.735890 1.339049 -1.444448  0.423
10 H -0.785527 2.047384 0.032532  0.375
11 H 0.544201 0.345289 1.987592  0.357
12 H 0.942243 -1.264126 0.967060  0.389
13 H 1.255018 0.072226 -0.849168  0.413
14 H 1.240811 1.548500 0.269468  0.401

Forces on the atoms, in the same order (eV/Å):
-0.8 1.9 0.1
-0.5 -4.0 0.6
-2.8 2.6 -1.3
0.6 0.6 -0.7
3.3 -1.3 2.4
0.2 0.2 0.0
1.0 2.0 -0.5
-0.2 0.7 -0.3
0.3 -0.4 -0.4
-0.4 -1.9 0.4
-0.1 -0.3 0.5
0.2 0.2 0.3
-0.6 1.7 0.8
-0.3 -1.9 -1.8

---

Entry 6:
Entry from OMol25: 2 unconnected molecules or ions with the total composition C4H8NS (the ωB97M-V functional and the def2-TZVPD basis).

Highest occupied orbital energy (Eh): -0.47650
Energy above the lowest of the compared OMol25 structures with the same formula, charge and spin (eV): 2.7711
Net charge: +1
Strongest force on any atom (eV/A): 3.95
Frontier orbital gap (eV): 8.47
LUMO level (eV): -4.5005

Last column: Mulliken charge in e.
CARTESIAN COORDINATES (ANGSTROEM)
1 C -1.297598 1.046960 -1.264946  -0.477
2 C -1.210630 0.522784 -0.106861  0.136
3 C 2.426431 0.498476 -1.162425  -0.174
4 C -1.163354 0.000283 1.121698  -0.310
5 N -0.509786 -1.298234 1.398462  -0.080
6 S 2.081870 -0.628250 -0.050334  -0.226
7 H -2.115741 0.752777 -1.904605  0.273
8 H -0.447992 1.651332 -1.523083  0.232
9 H 3.251771 0.682060 -1.863096  0.309
10 H 1.706920 1.397496 -1.140067  0.139
11 H -1.744788 0.284764 1.975733  0.399
12 H 0.371044 -1.370363 1.013490  -0.025
13 H -0.978084 -2.214617 1.112256  0.403
14 H -0.370066 -1.325467 2.393784  0.401

Forces on the atoms, in the same order (eV/Å):
0.3 -0.1 -0.4
-0.1 -1.7 3.6
-1.9 2.1 1.0
-0.7 0.0 -2.1
-3.0 -1.5 0.7
1.6 0.1 -1.3
0.1 0.3 -0.4
-0.2 0.6 -0.7
0.0 -0.9 0.4
1.1 -1.3 -0.4
-0.1 0.7 0.1
2.8 0.4 -1.5
0.0 1.6 0.4
0.0 -0.3 0.7

---

Entry 7:
Entry from OMol25: 2 unconnected molecules or ions with the total composition C4H8NS (the ωB97M-V functional and the def2-TZVPD basis).

Highest occupied orbital energy (Eh): -0.53983
Energy above the lowest of the compared OMol25 structures with the same formula, charge and spin (eV): 3.1979
Net charge: +1
Strongest force on any atom (eV/A): 3.03
Frontier orbital gap (eV): 9.16
LUMO level (eV): -5.5330

Last column: Mulliken charge in e.
CARTESIAN COORDINATES (ANGSTROEM)
1 C -1.246815 -1.752739 0.338771  0.393
2 C 0.031191 0.587596 -1.133488  -0.521
3 C 1.076842 -0.355702 -0.670087  -0.319
4 C 0.697089 0.777183 0.204769  -0.162
5 N -0.263233 0.626157 1.354775  -0.478
6 S -2.032191 -2.775971 -0.358457  -0.014
7 H 2.027391 -0.267597 -1.047514  0.300
8 H 0.091352 1.164918 -2.026430  0.283
9 H -1.044748 0.314618 -1.109027  0.139
10 H 0.609456 -1.264556 -0.367049  0.033
11 H 1.508902 1.460605 0.524709  0.410
12 H 0.197692 0.683359 2.235785  0.269
13 H -0.745214 -0.609377 0.798599  0.378
14 H -0.907715 1.411507 1.254646  0.287

Forces on the atoms, in the same order (eV/Å):
0.3 1.5 0.6
-0.9 0.8 -0.2
-2.6 -0.4 1.2
0.3 1.7 1.2
-0.3 -0.9 -2.9
-0.8 -1.3 -0.6
2.0 -0.4 -1.0
0.9 0.8 -0.2
0.8 -0.3 0.5
1.1 -1.0 -0.2
-0.7 0.0 -1.1
0.3 -0.2 0.8
-0.4 0.1 1.5
0.0 -0.3 0.4

---

Entry 8:
Entry from OMol25: 2 unconnected molecules or ions with the total composition C4H8NS (the ωB97M-V functional and the def2-TZVPD basis).

2S+1: 3
Highest occupied orbital energy (alpha / beta) (Eh): -0.39835 / -0.50746
Energy above the lowest of the compared OMol25 structures with the same formula, charge and spin (eV): 3.1846
Net charge: +1
Strongest force on any atom (eV/A): 4.11
Frontier orbital gap (alpha / beta) (eV): 5.68 / 8.61
⟨S²⟩: 2.01
LUMO level (alpha / beta) (eV): -5.1606 / -5.1966

Last column: Mulliken spin population.
CARTESIAN COORDINATES (ANGSTROEM)
1 C -0.853988 0.593148 0.113213  0.032
2 C 0.847132 2.240750 -0.828770  0.003
3 C 1.514875 0.960591 -0.883360  -0.003
4 C -1.265604 -2.628478 0.606719  1.493
5 N 0.170129 1.051654 -0.512237  -0.006
6 S -1.161352 -3.584423 1.963765  0.327
7 H -1.746897 1.287010 0.222324  0.007
8 H 1.004590 2.884337 -0.046958  0.000
9 H 0.447670 2.572698 -1.831586  0.000
10 H 1.759926 0.556188 -1.818343  -0.001
11 H 2.023413 0.519164 -0.035023  0.002
12 H -1.119907 -3.321002 -0.283889  0.062
13 H -0.905190 -0.459051 0.492054  0.035
14 H -0.714795 -2.672587 2.842092  0.049

Forces on the atoms, in the same order (eV/Å):
-0.2 0.7 -0.5
-1.6 1.0 -3.5
1.6 -2.1 1.5
0.3 -2.1 -1.7
-3.5 -1.4 1.5
-0.2 0.3 1.3
1.3 -0.8 0.2
0.2 1.7 1.6
1.0 0.4 1.3
0.1 -0.7 -1.2
0.9 0.6 -0.1
-0.2 1.9 0.2
0.1 0.7 -0.7
0.1 -0.1 0.2